Entry 1:
The following is a quantum chemistry calculation of an isolated molecule of C9H6O4S, from OMol25.

The geometry in XYZ format:
```
20
Properties=species:S:1:pos:R:3
S 5.91944 -0.73462 -0.11717
O 4.08965 -1.01861 -0.00323
O 3.76610 1.73852 0.04181
O 1.92838 -1.37104 -0.17218
O 6.10577 0.74796 0.12496
C -1.12898 0.63706 -0.16167
C -0.30244 -1.91563 0.04927
C -1.63036 -1.67823 0.12315
C 2.89461 -0.49093 -0.00454
C 1.34875 1.43724 -0.08125
C 2.65578 0.92955 0.02725
C -2.02627 -0.34731 0.08272
C 0.27486 0.44700 -0.13756
C 0.65886 -0.90328 -0.06110
H -2.43297 -2.37246 0.26830
H -0.02594 -2.98488 0.07404
H 1.35893 2.54917 -0.14890
H -1.31755 1.72900 -0.21172
H 4.60123 1.36768 0.20385
H -3.10930 0.03152 0.16904
```

Values from the calculation:
HOMO energy (spin up / spin down)   -7.132 / -7.133 eV
Strongest force on any atom   5.52 eV/A
Net charge   0
HOMO-LUMO gap (spin up / spin down)   5.99 / 5.99 eV
ΔE to the lowest compared entry with this formula, charge and spin   0.0 kcal per mole



Entry 2:
The following is a quantum chemistry calculation of a structure of composition C9H7CdN3O5, from OMol25.

The geometry in XYZ format:
```
25
Properties=species:S:1:pos:R:3
Cd -1.12909 -1.43298 -1.07173
O -1.68350 1.07947 -3.00579
O -2.48593 -3.17853 -3.50808
O 1.55755 -3.01952 -1.87118
O 2.08939 -0.48092 -0.88075
O -3.76989 -2.79451 1.57853
N 1.93560 1.11799 0.81656
N -0.02449 -0.03727 0.06648
N -2.13223 0.52009 0.81257
C 3.39232 1.34633 0.69251
C -0.18165 1.59585 1.68898
C -0.82780 0.63872 0.82001
C -1.96806 -2.53890 -2.68679
C 1.33684 0.13573 -0.05849
C -1.45088 0.13493 -2.38308
C -3.03996 -2.43883 0.79449
C 1.13454 1.78637 1.64452
C 0.58487 -2.41326 -1.65838
H -2.65146 -0.04992 0.12298
H -0.81676 2.18195 2.35357
H -2.75465 1.06542 1.42332
H 3.64197 1.67568 -0.31037
H 1.62248 2.53947 2.29115
H 3.67990 2.12848 1.39782
H 3.94091 0.43816 0.93114
```

Values from the calculation:
HOMO energy   -15.967 eV
Strongest force on any atom   10.10 eV/A
Net charge   +2
HOMO-LUMO gap   6.93 eV
ΔE to the lowest compared entry with this formula, charge and spin   0.0 kcal per mole



Entry 3:
The following is a quantum chemistry calculation of a structure of composition C9H7Cl2IrNO3Tm, from OMol25.

The geometry in XYZ format:
```
24
Properties=species:S:1:pos:R:3
Ir 0.59029 0.52391 -0.85178
Tm -1.07564 -0.17886 -3.29708
Cl -2.28124 2.02402 -3.71019
Cl -2.60580 -2.06251 -3.69737
O 1.14092 1.29914 -5.73569
O 1.03146 -2.30098 -5.39268
O 1.96179 2.35901 -2.82090
N -0.34686 -0.75632 0.39378
C 1.29912 -0.13071 3.68332
C 1.11201 -0.52495 2.34884
C 1.40985 1.63030 -2.07396
C -1.23758 0.14901 2.49837
C -0.14944 -0.36296 1.78330
C 0.37762 -1.65542 -4.70147
C 0.39359 0.87161 -4.97132
C -1.03505 0.52465 3.83229
C 0.22696 0.37719 4.42349
H 0.01760 -1.70575 0.31569
H 2.28397 -0.22979 4.13683
H 1.93400 -0.88067 1.72096
H 0.37350 0.65789 5.46763
H -1.35381 -0.83706 0.24028
H -2.20087 0.28470 1.99683
H -1.86639 0.92454 4.41084
```

Values from the calculation:
HOMO energy (spin up / spin down)   -23.832 / -23.735 eV
Strongest force on any atom   9.72 eV/A
Net charge   +4
HOMO-LUMO gap (spin up / spin down)   8.11 / 4.56 eV
<S²>   12.04
2S+1   7



Entry 4:
The following is a quantum chemistry calculation of a structure of composition C9H7Cl2N3O, from OMol25.

The geometry in XYZ format:
```
22
Properties=species:S:1:pos:R:3
Cl -1.63783 2.94467 0.42232
Cl -4.39558 -1.52512 0.81998
O 1.05680 0.79253 -2.29378
N 2.07475 -0.78314 0.06723
N 1.81107 0.43752 0.25027
N 2.49322 1.05918 1.21529
C 3.08519 -1.04389 0.93185
C -2.03695 -1.50620 -0.43771
C 3.27226 0.11783 1.68022
C -2.88270 0.60452 0.48674
C -0.81760 -0.88205 -0.70506
C -0.61504 0.52606 -0.54233
C 0.55241 1.12685 -1.09115
C -1.65418 1.25374 0.10690
C -3.00441 -0.73966 0.27048
H -3.80098 0.97346 0.97959
H 3.86611 0.40065 2.46086
H 3.56013 -2.02721 0.93961
H 0.06982 -1.49538 -1.20454
H -2.12737 -2.57696 -0.67990
H 0.67471 2.10972 -0.91998
H 0.45617 0.23289 -2.75692
```

Values from the calculation:
HOMO energy   -9.061 eV
Strongest force on any atom   4.02 eV/A
Net charge   0
HOMO-LUMO gap   8.79 eV
ΔE to the lowest compared entry with this formula, charge and spin   48.4 kcal per mole



Entry 5:
The following is a quantum chemistry calculation of an isolated molecule of C9H7Cl2N3O, from OMol25.

The geometry in XYZ format:
```
22
Properties=species:S:1:pos:R:3
Cl -5.04907 -0.51482 0.35404
Cl -0.86322 2.73931 0.22799
O 1.13323 -0.33132 -1.97111
N 2.39330 1.30286 0.77551
N 1.88999 0.35901 0.04915
N 2.37746 -0.86268 0.22932
C -1.11477 -1.21209 -0.45789
C 3.38204 0.65879 1.45539
C -3.35979 -0.35237 0.04292
C 0.84194 0.49632 -0.94156
C -0.67009 0.09380 -0.52135
C -2.51678 -1.41664 -0.19826
C -2.85877 0.93709 0.06247
C 3.30888 -0.73060 1.12402
C -1.51721 1.22276 -0.14243
H -0.37115 -1.99396 -0.53014
H -3.55100 1.69895 0.34678
H 4.05294 -1.48597 1.49235
H 3.97567 1.24490 2.25334
H 0.52021 -0.98809 -2.05754
H 0.91802 1.55160 -1.33225
H -2.92186 -2.41686 -0.26076
```

Values from the calculation:
HOMO energy   -9.361 eV
Strongest force on any atom   4.01 eV/A
SMILES   O[C@@H](c1ccc(Cl)cc1Cl)n1nccn1
Net charge   0
HOMO-LUMO gap   9.88 eV
ΔE to the lowest compared entry with this formula, charge and spin   20.6 kcal per mole



Entry 6:
The following is a quantum chemistry calculation of a structure of composition C9H7F6N5O4PbS3Se2Te2, from OMol25.

The geometry in XYZ format:
```
39
Properties=species:S:1:pos:R:3
Pb -0.44540 -0.25115 -1.58874
Te -0.46268 -1.04972 1.42252
Te 0.03758 -3.31902 -0.29706
Se -2.22523 -2.27848 0.32696
Se -0.12377 -4.90242 -2.12890
S -2.28060 0.19040 3.01005
S -0.76326 1.98879 1.94292
S -0.83955 2.01883 -2.84346
F 1.30581 2.33752 3.56337
F 1.67601 2.92727 1.52534
F -4.02559 2.06410 3.80982
F -3.63936 0.47424 5.18381
F 0.42257 4.14989 2.78624
F -2.16000 1.99789 4.94834
O -2.87739 0.38432 1.71244
O -2.38531 -1.13237 3.53658
O -1.86798 2.76221 2.41791
O -0.57928 1.78672 0.54341
N 2.42492 -0.82016 0.75991
N 1.89483 1.68705 -2.76662
N 1.79265 0.85881 -1.67726
N -0.69332 0.61991 2.86161
N 1.02424 2.81158 -4.51793
C 4.08191 0.84623 1.15334
C 4.36827 0.30901 2.39198
C -3.08026 1.29696 4.29669
C 2.81810 0.91610 -0.92013
C 0.83064 2.11579 -3.37718
C 0.76579 2.90920 2.48885
C 3.09002 0.26276 0.35980
C 2.75852 -1.37388 1.92217
C 3.70940 -0.84729 2.78176
H 4.59668 1.73012 0.79902
H 0.23371 3.19178 -5.00158
H 2.25270 -2.30388 2.15818
H 3.91867 -1.32764 3.72732
H 5.10178 0.77116 3.03943
H 1.95164 2.90035 -4.89445
H 3.59138 1.61582 -1.23458
```

Values from the calculation:
HOMO energy (spin up / spin down)   -6.968 / -6.969 eV
Strongest force on any atom   3.68 eV/A
Net charge   0
HOMO-LUMO gap (spin up / spin down)   4.98 / 4.98 eV



Entry 7:
The following is a quantum chemistry calculation of an isolated molecule of C9H7N, from OMol25.

The geometry in XYZ format:
```
17
Properties=species:S:1:pos:R:3
N -0.72185 0.14876 1.25754
C 1.57843 1.10034 0.13461
C 1.86534 -0.34206 0.20130
C 1.14736 -1.49214 0.27444
C -1.83149 0.88670 -0.60786
C -0.27285 -1.74605 0.10047
C 0.46415 1.85013 0.26831
C -2.22884 -0.39508 -0.44145
C -0.79116 1.12407 0.39937
C -1.25963 -0.91301 0.53790
H -2.17869 1.60912 -1.32058
H 1.74407 -2.40026 0.30752
H -2.93178 -0.97005 -1.01214
H 2.93631 -0.49642 0.22780
H 2.49203 1.66835 -0.01285
H -0.53018 -2.56018 -0.56519
H 0.51875 2.92778 0.25081
```

Values from the calculation:
HOMO energy   -8.141 eV
Strongest force on any atom   1.20 eV/A
SMILES   C1=C/C2=C/C=C\C=C/C1=N2
Net charge   0
HOMO-LUMO gap   7.48 eV
ΔE to the lowest compared entry with this formula, charge and spin   79.1 kcal per mole



Entry 8:
The following is a quantum chemistry calculation of a structure of composition C9H7N2O5Zn, from OMol25.

The geometry in XYZ format:
```
24
Properties=species:S:1:pos:R:3
Zn -0.68021 -2.72353 -0.01098
O 1.10083 -4.45051 -1.88079
O -1.77907 -2.86696 -2.57866
O -2.78131 -0.23997 -0.29858
O 0.17160 0.04255 -3.67070
O 2.09070 -1.47799 0.90258
N 0.06255 2.06119 1.67977
N 0.42115 0.34516 0.35172
C 1.13284 2.39993 0.85324
C -2.01306 -1.08746 -0.16403
C 0.98592 -1.47000 0.51616
C -0.31682 0.80014 1.34920
C 0.26661 -0.71275 -2.82171
C -0.53707 -2.83496 -2.70249
C 1.34548 1.33117 0.02425
C -0.48237 2.87833 2.75172
C 0.33794 -3.55233 -1.72613
H -1.36707 2.38415 3.15179
H 2.09382 1.19631 -0.73470
H -0.78379 3.85740 2.36763
H -1.09378 0.26043 1.86728
H 0.23646 3.01405 3.57015
H -0.04170 -2.50503 -3.70467
H 1.63036 3.35070 0.90794
```

Values from the calculation:
HOMO energy (spin up / spin down)   -11.711 / -11.710 eV
Strongest force on any atom   4.96 eV/A
Net charge   +1
HOMO-LUMO gap (spin up / spin down)   6.62 / 6.62 eV
ΔE to the lowest compared entry with this formula, charge and spin   55.5 kcal per mole



Entry 9:
The following is a quantum chemistry calculation of an isolated molecule of C9H7NO, from OMol25.

The geometry in XYZ format:
```
18
Properties=species:S:1:pos:R:3
O 3.49466 -0.76900 -0.26955
N -1.66863 1.33880 -0.18124
C -2.73943 -0.88732 -0.08093
C -1.50657 -1.52125 0.06431
C 1.88463 1.19563 0.15596
C -0.44359 0.76761 -0.12065
C 2.16762 -0.22066 -0.14244
C -0.35611 -0.58296 -0.06911
C 1.02667 -0.94375 -0.12290
C -2.66888 0.58721 -0.22187
C 0.69189 1.60592 -0.13636
H -3.60056 -1.44366 0.01533
H -3.65304 1.07663 -0.11723
H -1.44428 -2.64052 0.36078
H 1.40457 -1.95829 0.05870
H 0.35933 2.74979 0.21955
H 2.75182 1.76310 0.56493
H 4.29991 -0.11728 0.02270
```

Values from the calculation:
HOMO energy   -8.583 eV
Strongest force on any atom   7.34 eV/A
SMILES   Oc1ccc2ncccc2c1
Net charge   0
HOMO-LUMO gap   9.06 eV
ΔE to the lowest compared entry with this formula, charge and spin   67.2 kcal per mole



Entry 10:
The following is a quantum chemistry calculation of a structure of composition C9H7NO2, from OMol25.

The geometry in XYZ format:
```
19
Properties=species:S:1:pos:R:3
O -1.80133 -1.14114 3.08029
O 1.22660 2.40076 -1.03391
N 0.41439 1.02707 0.98334
C -0.07903 0.38870 2.04133
C -0.96279 -1.49928 0.79319
C 0.71293 -0.80117 -2.66445
C -0.30375 -0.77625 -0.34451
C -0.18789 -1.35139 -1.65184
C 0.18879 0.38897 -0.13002
C 0.70517 1.27875 -1.34410
C -0.95898 -0.81028 2.00460
C 1.04943 0.66078 -2.46172
H 1.07452 -1.37222 -3.58012
H -1.14671 -0.98163 4.18175
H 0.30103 0.88005 3.11331
H -1.38360 -2.42970 0.62588
H -1.01943 -2.22585 -1.84103
H 1.72039 1.22168 -3.06143
H 1.16768 2.76817 -0.14758
```

Values from the calculation:
HOMO energy   -7.784 eV
Strongest force on any atom   9.09 eV/A
Net charge   0
HOMO-LUMO gap   7.68 eV
ΔE to the lowest compared entry with this formula, charge and spin   124.1 kcal per mole